11
Properties=species:S:1:pos:R:3:forces:R:3:mulliken_charge:R:1 method="wB97M-V/def2-TZVPD" smiles="C=NO.N#CN" homo_lumo_gap_ev=10.55 de_lowest_kj_mol=346.88 mol_weight_g_mol=87.08 lumo_ev=0.571 max_force_ha_per_bohr=0.0433
N 1.6131 -1.3267 0.4681 -0.7 -0.4 0.5 -0.4410
C 1.6215 -0.1522 -0.1592 1.7 0.5 -0.6 0.4374
N 1.9751 0.8132 -0.6964 -0.8 -0.2 0.3 -0.4737
H 0.6824 -1.6499 0.7069 0.3 0.0 -0.1 0.2981
H 2.2537 -2.0203 0.1141 -0.1 0.1 0.0 0.2499
C -1.3375 1.6323 -0.1045 1.0 -0.2 0.1 -0.1632
O -1.0259 -0.6658 0.0763 -0.7 1.8 -0.4 -0.3880
N -1.8660 0.5116 -0.2851 -0.5 -2.1 0.5 -0.3336
H -1.6380 -1.4120 -0.0031 -0.2 0.5 -0.2 0.3290
H -1.9832 2.4812 -0.2759 -0.1 0.0 -0.2 0.2721
H -0.2953 1.7888 0.1587 0.0 -0.1 0.2 0.2130

16
Properties=species:S:1:pos:R:3:forces:R:3:mulliken_charge:R:1 method="wB97M-V/def2-TZVPD" homo_lumo_gap_ev="7.92 / 7.93" de_lowest_kj_mol=486.24 charge=+1 mol_weight_g_mol=101.13 lumo_ev="-4.664 / -4.659" max_force_ha_per_bohr=0.0714
C -1.2160 0.0324 -0.5597 -1.3 -0.5 0.5 0.2814
C 0.7853 0.8850 0.3337 1.6 2.3 0.9 0.1169
C -2.1596 1.1784 -0.1684 1.8 -0.1 -1.2 -1.0118
N 1.9669 1.9512 2.0709 1.0 -1.7 0.5 -0.8444
N 1.2340 1.5637 1.1920 -0.4 -0.8 -0.7 0.6217
N 0.0296 -0.0516 -0.1736 -2.1 -2.7 -1.3 -0.0622
N 1.2644 -2.4620 -0.7283 1.4 -0.1 0.6 -0.8961
H -1.6754 -0.9003 -0.9795 0.8 0.9 0.3 0.3207
H 1.8211 -3.1338 -0.1006 -1.6 1.2 -1.2 0.2947
H -1.4935 2.0133 0.0563 -0.4 0.3 0.1 0.3115
H -2.6102 0.8337 0.7458 -0.5 0.0 0.5 0.3038
H -2.9237 1.5079 -0.9053 0.6 -0.7 0.4 0.3370
H 2.0684 2.8965 2.2988 -0.6 1.9 0.1 0.2711
H 1.8305 -2.3550 -1.5617 0.9 0.6 0.1 0.2989
H 0.5814 -1.0825 -0.3115 -0.2 0.7 -0.1 0.3806
H 0.4968 -2.8771 -1.2088 -1.1 -1.3 0.5 0.2762

53
Properties=species:S:1:pos:R:3:forces:R:3:mulliken_charge:R:1 method="wB97M-V/def2-TZVPD" homo_lumo_gap_ev="6.72 / 6.78" charge=+1 mol_weight_g_mol=512.50 lumo_ev="-3.294 / -3.324" max_force_ha_per_bohr=0.0088 s_squared=1.0943 multiplicity=2
Mn 0.1830 -0.0852 -0.0342 0.1 0.1 0.1 -0.4639
C 3.8860 1.9607 -0.3657 0.0 0.0 0.0 -1.6728
C 2.4723 1.5271 -0.1802 -0.1 0.0 0.0 0.4602
N 2.1199 0.2831 -0.1256 0.0 -0.2 -0.3 0.4183
O 3.1414 -0.6541 -0.2905 0.0 0.1 0.1 -0.5180
C 1.3788 2.4623 -0.0316 -0.1 0.0 0.0 0.5760
C 1.5424 3.9363 0.1257 0.0 0.0 0.0 -1.6208
N 0.1842 1.8872 0.0349 0.3 0.1 0.3 0.7885
O -0.8601 2.5755 0.2182 -0.1 -0.1 -0.1 -0.7772
H 4.4305 1.2477 -0.9795 0.0 0.0 0.0 0.4473
H 4.3909 2.0193 0.6013 0.0 0.0 0.0 0.3171
H 3.9210 2.9470 -0.8214 0.0 0.0 0.0 0.4143
H 2.6600 -1.4926 -0.2512 0.0 0.0 0.0 0.3626
H 2.4898 4.1845 0.6033 0.0 0.0 0.0 0.4317
H 0.7235 4.3128 0.7364 0.0 0.0 0.0 0.4020
H 1.5001 4.4609 -0.8322 0.0 0.0 0.0 0.2952
S -5.1948 -0.1903 5.1085 0.0 0.1 0.0 0.1830
N -5.2969 -0.1410 3.5015 0.0 -0.1 0.0 -0.6599
C -4.0579 -0.1637 3.0393 0.0 0.0 0.0 0.8645
C -3.6815 -0.1398 1.6386 0.0 0.0 0.0 0.4322
C -4.5910 -0.0448 0.5865 0.0 0.0 0.0 -0.7077
C -4.1078 0.0010 -0.7021 0.0 0.0 0.0 -0.9149
C -2.7348 -0.0693 -0.9110 0.0 0.0 0.0 -0.6940
N -1.8561 -0.1813 0.0774 -0.1 0.0 -0.1 0.4129
C -2.3199 -0.1918 1.3416 0.0 0.0 0.0 0.0391
C -1.3113 -0.2197 2.3974 0.0 0.0 0.1 0.3967
N -0.0279 -0.2037 1.9914 -0.2 0.1 -0.1 0.0048
C 0.9345 -0.1834 2.9045 0.0 0.0 -0.1 -0.2097
C 0.6661 -0.1964 4.2702 0.0 0.0 0.0 -0.9305
C -0.6426 -0.2138 4.6981 0.0 0.0 0.0 -0.5411
C -1.6623 -0.2209 3.7462 0.0 0.0 0.0 0.1722
C -3.0774 -0.2066 4.0636 0.0 0.0 0.0 0.7873
N -3.5933 -0.2155 5.2814 0.0 -0.1 0.0 -0.6736
H -5.6509 0.0080 0.7971 0.0 0.0 0.0 0.5582
H -4.7723 0.1009 -1.5481 0.0 0.0 0.0 0.4846
H -2.3307 -0.0123 -1.9142 0.0 0.0 0.0 0.6223
H 1.9485 -0.1526 2.5274 0.0 0.0 0.0 0.5217
H 1.4859 -0.1814 4.9736 0.0 0.0 0.0 0.4479
H -0.8944 -0.2135 5.7503 0.0 0.0 0.0 0.5562
O 0.5364 -2.0955 -0.4853 0.1 0.1 0.0 -0.5516
S 0.4733 -3.1293 -1.6040 -0.1 0.0 0.1 0.1774
C -0.8514 -4.2671 -1.1263 0.0 0.0 0.0 -0.8258
C -2.1548 -3.6623 -1.6281 0.0 0.0 0.0 -0.0134
C -1.8376 -3.1610 -3.0339 0.0 0.0 0.0 -0.8348
C -0.5306 -2.3769 -2.9266 0.0 0.0 0.0 -0.0782
H -0.7640 -4.3876 -0.0475 0.0 0.0 0.0 0.4411
H -0.6298 -5.2220 -1.6076 0.0 0.0 0.0 0.4530
H -2.4562 -2.8370 -0.9795 0.0 0.0 0.0 -0.1525
H -2.9567 -4.3993 -1.6237 0.0 0.0 0.0 0.4029
H -2.6259 -2.5349 -3.4517 0.0 0.0 0.0 0.3928
H -1.7090 -4.0096 -3.7083 0.0 0.0 0.0 0.3211
H -0.6949 -1.3592 -2.5670 0.0 0.0 0.0 -0.2669
H 0.0549 -2.3317 -3.8424 0.0 0.0 0.0 0.5225

114
Properties=species:S:1:pos:R:3:forces:R:3:mulliken_charge:R:1 method="wB97M-V/def2-TZVPD" homo_lumo_gap_ev=9.30 de_lowest_kj_mol=730.83 mol_weight_g_mol=596.83 lumo_ev=0.232 max_force_ha_per_bohr=0.0688
C -2.7658 2.6258 -0.0828 -0.7 0.3 -0.3 0.4787
C -3.9959 2.2463 -0.9751 2.3 -1.1 0.8 -0.5112
O -4.0512 2.9235 -2.1963 0.2 2.6 0.0 -0.6309
H -2.6863 1.8578 0.6648 -0.2 -0.2 0.7 -0.2726
H -2.8507 3.6152 0.3987 -0.2 -0.4 -0.2 0.5099
H -1.7877 2.5938 -0.5611 -0.4 0.0 -0.6 -0.2139
H -4.8995 2.3758 -0.4504 -1.2 0.2 0.9 0.6001
H -3.9084 1.1841 -1.2077 -0.1 0.0 -0.1 -0.1881
H -3.9820 3.8793 -1.9124 -0.2 -1.3 -1.0 0.3801
C 0.2279 0.3130 3.7288 0.3 -0.3 0.6 0.3799
C 0.5978 0.1233 5.2053 -0.7 0.0 -2.1 -0.8946
O 1.9389 0.4585 5.2878 0.9 0.9 1.5 -0.5599
H 0.8326 -0.2593 3.0661 0.9 -1.0 -0.2 -0.3826
H 0.3951 1.3088 3.3346 -0.6 0.5 0.4 0.1960
H -0.7202 -0.1279 3.6154 -1.8 0.2 -0.7 0.3034
H 0.3811 -0.9206 5.4946 0.0 0.5 0.2 0.1934
H 0.0039 0.8279 5.7727 0.0 0.0 0.5 0.4180
H 2.4163 -0.3035 5.0101 0.9 -0.7 -0.3 0.3004
C 0.5463 1.0895 -0.0029 -0.2 -0.7 -1.6 0.5190
C -0.1506 -0.2887 0.0070 1.7 1.0 -1.2 1.1892
O -1.3205 -0.2234 -0.7396 -2.1 -0.2 -0.6 2.6504
H 1.6047 1.0829 -0.1023 1.1 -0.7 0.8 -0.3088
H 0.2822 1.8015 0.7444 -0.5 0.3 0.7 -0.0268
H 0.3732 1.5155 -1.0066 -0.7 0.2 0.4 -0.3036
H -0.3520 -0.7237 0.9546 -0.6 0.2 1.1 -0.2200
H 0.4675 -1.0446 -0.4419 0.9 -0.2 -0.3 -1.0452
H -1.2714 0.1675 -1.6390 0.4 0.1 0.8 -0.9438
C 2.4274 4.0503 -0.3045 1.7 1.4 -2.3 -0.1448
C 1.2044 4.9185 -0.1287 -0.8 -0.9 2.3 -0.2977
O -0.0457 4.3081 -0.2744 -0.7 0.1 -2.5 -0.3768
H 2.3142 2.9898 -0.1921 -0.5 -0.4 -0.2 -0.4695
H 3.1251 4.3356 0.4547 0.6 0.2 0.6 0.5824
H 2.9741 4.3619 -1.2882 -0.9 -1.1 1.4 0.2055
H 1.2154 5.7941 -0.7516 0.0 0.3 -0.2 0.3311
H 1.1934 5.1736 0.9365 0.5 0.9 -0.1 0.2193
H -0.2843 3.6919 0.4097 0.3 0.0 0.9 -0.1027
C -3.9810 -1.3718 -4.6798 1.8 -1.5 0.6 -1.3636
C -3.6116 -1.0328 -3.2223 -0.1 0.8 -0.5 0.8483
O -4.7992 -0.8474 -2.4608 -0.8 -0.5 0.2 -0.5360
H -4.2736 -2.4252 -4.7021 0.1 -0.1 0.0 0.3600
H -3.1239 -1.2789 -5.4042 -1.0 0.3 0.7 0.2787
H -4.8684 -0.8647 -4.9564 -0.6 1.0 -0.6 0.4209
H -3.1242 -0.0802 -3.1076 0.8 0.4 -0.7 -0.1638
H -2.9238 -1.7518 -2.7514 -0.7 -0.2 0.0 -0.0589
H -5.3761 -0.2419 -2.9671 0.5 -0.5 0.4 0.3233
C 0.6132 -1.8653 -3.0435 -1.7 -0.9 -1.2 0.9867
C 0.2271 -1.0637 -4.2632 -0.2 -2.5 -0.1 -0.8345
O 1.2347 -1.2138 -5.2493 -0.1 0.1 -0.1 -0.5497
H 1.2435 -1.2830 -2.4724 2.0 0.7 1.3 -0.4119
H 1.0491 -2.8320 -3.3885 -0.3 0.5 0.8 0.4483
H -0.2978 -1.9649 -2.4462 0.1 -0.6 0.0 -0.6412
H 0.0150 -0.0913 -3.9488 0.0 1.9 -0.2 0.0958
H -0.6964 -1.4943 -4.6455 -0.4 0.2 -0.2 0.4390
H 1.2498 -2.1834 -5.3229 0.5 0.5 -0.4 0.4473
C 2.3893 -4.1332 -1.0619 0.7 3.0 1.0 -0.2669
O 3.0931 -4.8201 -0.0866 2.3 -1.5 1.3 -0.6264
H 1.5396 -4.6590 -1.4355 -0.1 -0.9 -0.4 0.5089
H 3.0653 -3.7113 -1.8394 -0.7 -0.4 0.1 0.2205
H 1.9864 -3.2964 -0.4659 -0.3 0.4 -1.1 -0.1839
H 3.8778 -4.3162 0.2862 -1.8 -0.7 -1.1 0.3380
C -3.8877 -1.1615 0.8009 -2.4 0.4 0.5 -0.6427
O -2.8266 -0.6217 1.4885 0.3 -0.8 2.2 -0.4972
H -4.3656 -0.2933 0.3182 -0.5 -0.8 -0.4 0.1812
H -4.5897 -1.5969 1.5287 0.1 0.2 -0.2 0.3349
H -3.6634 -1.9445 0.0966 0.4 -0.2 -0.5 0.0969
H -2.3528 -0.2594 0.7830 1.8 1.1 -1.5 -0.3934
C -1.5827 -2.7832 3.5650 0.2 2.4 0.8 -0.1132
O -0.8404 -3.3075 4.6210 0.9 -0.5 1.3 -0.6530
H -2.1948 -1.9013 3.9072 0.3 -0.7 -0.2 0.2231
H -2.2805 -3.5117 3.1865 0.0 -0.4 -0.4 0.4560
H -0.8679 -2.3642 2.8566 -0.6 -0.3 -0.6 -0.2477
H 0.0728 -2.9340 4.6419 -1.1 -0.6 -0.5 0.2942
C 1.8088 -3.1959 2.3296 -1.6 -1.2 -2.1 0.1697
O 1.7621 -3.0043 3.6665 -0.1 0.6 3.5 -0.6437
H 2.7624 -2.8936 1.9999 1.1 0.0 -1.2 0.2237
H 1.0098 -2.6458 1.8519 0.0 0.6 -0.4 -0.5852
H 1.5215 -4.2295 2.0838 0.7 0.1 0.0 0.4124
H 2.5840 -2.6068 3.9403 0.2 0.0 0.3 0.3121
C 2.4779 1.5139 -2.8361 1.2 1.8 -2.2 0.2181
O 3.3379 1.0870 -1.8315 0.9 -1.0 1.4 -0.6190
H 3.1790 1.8721 -3.6664 -1.4 -0.2 0.6 0.2932
H 1.9456 2.3423 -2.4061 -0.6 0.5 -0.4 -0.0551
H 1.7705 0.8290 -3.3135 0.6 -0.6 0.8 -0.4011
H 3.7614 1.8920 -1.4843 -0.2 -0.6 -0.2 0.2989
C -1.7367 3.1931 3.0034 -1.1 -1.5 1.4 -0.6343
O -0.6912 3.8093 2.3513 1.2 -0.4 -0.8 -0.3933
H -1.6646 3.3046 4.0754 0.4 0.0 0.7 0.3362
H -1.7737 2.0828 2.8502 0.0 1.2 -0.4 0.0328
H -2.6589 3.6988 2.7831 -0.8 -0.2 -0.6 0.4356
H -0.7296 4.7217 2.6067 0.2 0.8 0.0 0.2379
C -0.9537 -3.6649 -0.3916 -1.9 -0.3 1.1 0.9097
O -0.8177 -3.9069 1.0026 -2.8 -1.3 0.6 -0.4424
H -0.0660 -3.1947 -0.6212 2.0 0.4 -1.2 -1.1206
H -1.7140 -2.8910 -0.5816 -0.2 -0.4 -0.1 -0.2550
H -1.1826 -4.6081 -0.9040 0.3 0.4 -0.4 0.4891
H -1.7251 -4.2796 1.2942 2.4 0.9 -0.4 0.2632
C -0.6566 2.6623 -3.2728 -0.6 1.4 -1.3 -0.7101
O -1.7398 1.8472 -2.9333 1.7 -1.9 0.2 -0.5892
H -0.1891 3.2634 -2.4999 -0.5 0.2 0.7 0.1646
H -1.0459 3.3044 -4.0747 0.5 0.4 0.1 0.3577
H 0.1658 2.1450 -3.7005 0.3 -1.1 -0.5 0.2386
H -2.4414 2.4004 -2.6312 -1.3 0.7 0.2 0.2781
C 3.6285 0.8471 2.5670 1.1 -0.5 0.7 -0.4043
O 4.7901 0.8710 3.4404 -0.4 1.1 -0.8 -0.5832
H 3.1718 -0.1396 2.6382 0.2 0.0 -0.2 -0.3294
H 3.9094 1.0944 1.5593 0.2 -0.3 -0.7 0.4383
H 2.9130 1.5647 2.8669 -0.9 0.8 0.6 0.5670
H 5.1329 1.7899 3.3513 -0.2 -1.1 0.4 0.2959
C 4.5005 -1.3948 0.1492 2.2 1.5 0.4 -0.9908
O 3.2180 -1.1298 -0.2052 -2.7 -0.9 0.4 0.2275
H 4.7042 -1.7186 1.2053 -0.6 0.6 -0.6 0.2530
H 5.0113 -0.4437 -0.0981 0.8 -0.5 0.8 0.3657
H 4.9719 -2.1149 -0.4784 0.3 -1.0 -0.7 0.2801
H 3.1705 -0.2945 -0.6736 0.1 0.2 -0.3 -0.0236

27
Properties=species:S:1:pos:R:3:forces:R:3:mulliken_charge:R:1 method="wB97M-V/def2-TZVPD" smiles="CC(C)[C@]1(C(C)(C)C)SC1=S" homo_lumo_gap_ev=8.47 de_lowest_kj_mol=0.00 mol_weight_g_mol=188.36 lumo_ev=-0.043 max_force_ha_per_bohr=0.0303
C 1.3700 -1.1362 1.5722 0.2 -0.1 0.3 -1.4049
C 0.6102 -0.3601 0.6006 0.4 0.6 1.4 0.8833
C 0.9888 1.8477 -0.6027 -0.1 -0.2 -0.2 -1.3434
C 2.8956 0.2699 -0.2838 -0.1 -0.1 -0.1 -1.8048
C -1.2648 -1.8971 1.2657 0.0 0.1 -0.1 -2.0232
C -1.2447 -0.8874 -1.0022 0.1 0.0 0.2 -1.9031
C -1.7229 0.5341 0.9985 0.0 0.0 0.0 -1.5459
C 1.3821 0.3730 -0.4821 0.3 0.2 0.0 0.8800
C -0.8891 -0.6401 0.4704 -0.4 -0.1 0.1 2.2128
S 2.0902 -2.5520 1.8121 -0.1 0.0 -0.1 -0.2171
S 1.1122 0.3230 2.4646 -0.3 -0.5 -1.2 -0.1530
H 1.0482 2.3296 0.3707 0.0 0.1 0.1 0.3232
H -0.0154 1.9734 -0.9978 -0.1 0.1 0.0 0.2652
H 1.6777 2.3510 -1.2777 0.0 0.0 -0.1 0.4567
H 3.2059 -0.7655 -0.1717 0.1 0.0 0.0 0.4349
H 3.2059 0.8254 0.5996 0.0 0.0 0.0 0.3655
H 3.4101 0.6869 -1.1468 0.0 0.1 -0.1 0.4771
H -2.3362 -2.0729 1.1860 -0.1 0.0 0.0 0.4655
H -1.0198 -1.7893 2.3205 0.0 0.0 0.1 0.4280
H -0.7458 -2.7706 0.8780 0.0 -0.1 0.0 0.4270
H -2.2779 -1.2206 -1.0650 -0.1 0.0 0.0 0.4805
H -1.1481 0.0177 -1.5933 0.0 0.1 -0.2 0.3434
H -0.6122 -1.6636 -1.4266 0.0 -0.1 -0.1 0.4161
H -2.7840 0.3348 0.8323 0.0 0.0 0.0 0.4340
H -1.4628 1.4640 0.4959 -0.1 0.0 0.0 0.2715
H -1.5600 0.6637 2.0698 0.0 0.0 -0.1 0.4191
H 1.1356 -0.1348 -1.4211 0.0 0.0 0.1 0.4117